Run 1
Density functional theory data (the ωB97M-V functional and the def2-TZVPD basis) for an isolated ion of composition CH7N4O and charge +1.

Cartesian coordinates (Å):
N (-2.35432, -0.08136, -0.38137)
N (-1.26010, 0.32518, 0.48684)
N (-0.09429, -0.51475, 0.35654)
C (1.04368, 0.04583, 0.11921)
N (2.10907, -0.70003, -0.14792)
O (1.22004, 1.43050, 0.00643)
H (-2.05046, -0.24787, -1.31234)
H (-2.57232, -1.16155, -0.20874)
H (-1.70946, 0.09297, 1.51122)
H (-1.12523, 1.40032, 0.44567)
H (1.74951, -1.68141, -0.05230)
H (2.99975, -0.40342, -0.22268)
H (2.04410, 1.49558, -0.60057)

Net charge: +1
Spin multiplicity: 1
Frontier orbital gap: 0.4067 Ha
SMILES: N[NH2+]/N=C(/N)O

***

Run 2
Density functional theory data (the ωB97M-V functional and the def2-TZVPD basis) for an isolated ion of composition CH7N4O and charge +1.

Cartesian coordinates (Å):
N (-1.65498, -0.67358, 0.81802)
C (-0.85868, -0.39128, -0.24290)
O (-1.36831, -0.78264, -1.41121)
N (0.33520, 0.38275, -0.14482)
N (0.72150, 0.77288, 1.20811)
N (1.31308, 0.07758, -1.02471)
H (-1.40267, -0.27014, 1.74865)
H (-2.64557, -1.10925, 0.80571)
H (-0.89202, -0.30226, -2.24421)
H (1.05348, 1.71767, 1.26374)
H (1.61763, 0.24773, 1.27995)
H (1.93849, -0.67475, -0.60560)
H (1.84285, 1.00528, -1.45072)

Net charge: +1
Spin multiplicity: 1
Frontier orbital gap: 0.4044 Ha
SMILES: NC(O)=[N+](N)N

***

Run 3
Density functional theory data (the ωB97M-V functional and the def2-TZVPD basis) for an isolated ion of composition CH7N4O and charge +1.

Cartesian coordinates (Å):
N (-2.15855, 0.02005, 0.41496)
N (-1.04131, 0.45682, -0.37159)
N (-0.05180, -0.53010, -0.33618)
C (1.35874, 0.01866, 0.00332)
N (2.33954, -0.84390, 0.07879)
O (1.44056, 1.30665, 0.21147)
H (-3.04476, 0.30928, 0.00654)
H (-2.12207, -0.99671, 0.47592)
H (-0.71557, 1.36812, 0.01614)
H (-1.30898, 0.62458, -1.36654)
H (2.15116, -1.82076, -0.08561)
H (3.27966, -0.57327, 0.32216)
H (2.31064, 1.61853, 0.50881)

Net charge: +1
Spin multiplicity: 1
Frontier orbital gap: 0.3762 Ha
SMILES: N[NH2+]/N=C(/N)O

***

Relative energy of each structure, in kJ/mol: run 1 49.1; run 2 0.0; run 3 39.0.

***

Run 1
Density functional theory data (the ωB97M-V functional and the def2-TZVPD basis) for a 2-piece molecular cluster, CH3Br3P overall.

Cartesian coordinates (Å):
C (0.02308, -0.00131, -0.09356)
P (3.08555, -0.09197, 0.17395)
Br (3.97138, -1.50550, -1.22757)
Br (3.91894, 2.00904, -0.32483)
Br (3.72195, -0.41694, 2.21211)
H (0.12588, 0.80483, -0.93234)
H (-0.01179, 0.33765, 0.85386)
H (-0.12921, -1.08921, -0.33549)

Net charge: +1
Spin multiplicity: 1
Frontier orbital gap (alpha / beta): 0.2674 / 0.2246 Ha

***

Run 2
Density functional theory data (the ωB97M-V functional and the def2-TZVPD basis) for CH3Br3P as an isolated structure.

Cartesian coordinates (Å):
C (-0.15934, 0.18481, -0.15147)
P (-4.43767, -0.01770, -0.90467)
Br (-3.98358, -2.06626, -0.30874)
Br (-1.80015, 1.03974, -0.79791)
Br (-5.43536, 0.81698, 0.83338)
H (-0.39326, -0.27991, 0.80226)
H (0.55369, 0.99407, -0.01651)
H (0.16953, -0.53219, -0.89274)

Net charge: +1
Spin multiplicity: 1
Frontier orbital gap: 0.2871 Ha

***

Relative energy of each structure, in kJ/mol: run 1 159.3; run 2 0.0.

***

Run 1
Density functional theory data (the ωB97M-V functional and the def2-TZVPD basis) for the molecule C2H4N6.

Cartesian coordinates (Å):
H (1.85912, 2.14239, -1.36774)
N (1.01211, 1.57488, -0.92273)
C (0.96924, 0.37615, -1.37937)
N (0.02621, -0.61566, -1.12742)
C (-0.37875, -0.52120, 0.08500)
N (-1.11362, -1.47170, 0.71715)
N (-1.53132, -1.02234, 1.90109)
N (-1.03779, 0.12662, 2.06341)
N (-0.29172, 0.42821, 1.00661)
H (1.62427, 0.10455, -2.22127)
H (-1.16091, -2.44723, 0.50636)
H (0.02315, 1.32531, 0.73891)

Spin multiplicity: 1
Frontier orbital gap: 0.3664 Ha
SMILES: [H]/N=C/N=c1[nH]nn[nH]1

***

Run 2
Density functional theory data (the ωB97M-V functional and the def2-TZVPD basis) for the molecule C2H4N6.

Cartesian coordinates (Å):
N (2.36045, 0.05481, -0.17111)
N (1.43760, -0.99929, -0.03723)
C (0.24292, -0.55159, 0.13964)
C (-0.12992, 0.80381, 0.40813)
N (-1.35709, 1.10219, 0.07930)
N (-2.14894, 0.07788, -0.45502)
N (-1.95116, -1.20251, -0.04611)
N (-0.82667, -1.51274, 0.37390)
H (3.20847, -0.29305, -0.49247)
H (1.95536, 0.82912, -0.64030)
H (0.29919, 1.46335, 1.14878)
H (-3.09021, 0.22802, -0.30751)

Spin multiplicity: 1
Frontier orbital gap: 0.3239 Ha
SMILES: N/N=c1\cn[nH]nn1

***

Run 3
Density functional theory data (the ωB97M-V functional and the def2-TZVPD basis) for the molecule C2H4N6.

Cartesian coordinates (Å):
N (2.41884, 0.01360, -0.12606)
N (1.33737, -0.96780, -0.15616)
C (0.26484, -0.51966, 0.33121)
C (-0.23239, 0.80212, 0.74774)
N (-1.39795, 1.12178, 0.10107)
N (-1.95783, 0.08551, -0.58468)
N (-2.03831, -1.16956, 0.03662)
N (-0.97933, -1.60418, 0.53951)
H (3.06180, -0.44065, -0.61854)
H (2.06529, 0.72340, -0.75858)
H (0.28791, 1.37963, 1.60688)
H (-2.83024, 0.57581, -1.11901)

Spin multiplicity: 1
Frontier orbital gap: 0.3433 Ha
SMILES: N/N=c1\cn[nH]nn1

***

Relative energy of each structure, in kJ/mol: run 1 0.0; run 2 218.2; run 3 349.9.